This record from the OMol25 dataset describes the ion C3H6NOS with charge -1 in a non-equilibrium geometry. The level of theory is the ωB97M-V functional and the def2-TZVPD basis.

XYZ file:
```
12
Properties=species:S:1:pos:R:3
N 0.328 -1.246 1.405
C 0.635 -0.730 0.044
C -0.627 -0.946 -0.772
O -0.694 -1.668 -1.740
C 1.041 0.737 0.058
S -0.381 1.867 0.457
H -0.083 -0.424 1.867
H 1.245 -1.274 1.838
H 1.340 -1.428 -0.426
H -1.572 -0.606 -0.320
H 1.845 0.937 0.771
H 1.285 1.071 -0.952
```

## Properties
Highest occupied orbital energy: -2.76 eV
F_max: 0.028 Eh/bohr
SMILES: N[C@@H](C=O)C[S-]
Charge: -1
2S+1: 1
Energy above the lowest of the compared OMol25 structures with the same formula, charge and spin: 32.7 kcal per mole
Orbital gap: 6.88 eV

***

This record from the OMol25 dataset describes the molecule C10H13NO in a non-equilibrium geometry. The level of theory is the ωB97M-V functional and the def2-TZVPD basis.

XYZ file:
```
25
Properties=species:S:1:pos:R:3
C 1.799 1.459 -0.297
C 0.676 1.086 -1.232
C 0.659 -0.349 -1.603
C 1.876 -0.945 -2.249
O -0.608 -0.871 -2.046
N -0.104 -1.316 -0.710
C -0.821 -0.744 0.358
C -2.078 -0.179 0.245
C -2.819 0.230 1.355
C -2.214 0.131 2.643
C -0.899 -0.472 2.728
C -0.287 -0.891 1.610
H 2.680 0.885 -0.670
H 1.819 1.038 0.766
H 1.938 2.447 -0.363
H 0.982 1.679 -2.097
H -0.306 1.480 -0.794
H 2.268 -1.427 -1.334
H 2.712 -0.246 -2.580
H 1.564 -1.569 -3.156
H -2.588 -0.224 -0.779
H -3.777 0.665 1.329
H -2.614 0.459 3.527
H -0.441 -0.786 3.688
H 0.581 -1.542 1.662
```

## Properties
Highest occupied orbital energy: -8.55 eV
F_max: 0.115 Eh/bohr
SMILES: CC[C@]1(C)ON1c1ccccc1
2S+1: 1
Energy above the lowest of the compared OMol25 structures with the same formula, charge and spin: 82.2 kcal per mole
Orbital gap: 9.52 eV

***

This record from the OMol25 dataset describes a cluster of 2 separate species, C5H11O2 in total in a non-equilibrium geometry. The level of theory is the ωB97M-V functional and the def2-TZVPD basis.

XYZ file:
```
18
Properties=species:S:1:pos:R:3
H -3.730 -0.276 -0.477
C 0.079 0.599 0.936
C -0.633 0.602 2.248
C 0.582 -0.596 0.282
O -0.130 -1.591 0.052
C 2.041 -0.609 -0.254
C 2.050 -0.139 -1.721
H -0.314 1.350 0.233
H -1.399 1.381 2.141
H -1.189 -0.314 2.451
H -0.004 0.845 3.130
H 2.702 0.053 0.328
H 2.420 -1.641 -0.248
H 3.056 0.107 -2.095
H 1.645 -0.908 -2.392
H 1.434 0.765 -1.812
O -4.188 0.415 -0.988
H -4.422 -0.043 -1.814
```

## Properties
Highest occupied orbital energy (alpha / beta): -8.71 / -9.66 eV
F_max: 0.057 Eh/bohr
2S+1: 2
Energy above the lowest of the compared OMol25 structures with the same formula, charge and spin: 6.2 kcal per mole
Orbital gap (alpha / beta): 9.51 / 9.43 eV

***

This record from the OMol25 dataset describes a structure of composition C23H30N3Tl in a non-equilibrium geometry. The level of theory is the ωB97M-V functional and the def2-TZVPD basis.

XYZ file:
```
57
Properties=species:S:1:pos:R:3
C -1.591 -2.732 -1.326
H -1.707 -3.825 -1.291
H -2.529 -2.220 -1.049
H -0.870 -2.662 -0.492
C -1.109 -2.278 -2.722
H -0.998 -1.182 -2.851
H -0.113 -2.689 -2.936
C -2.094 -2.699 -3.805
H -1.744 -2.393 -4.796
H -2.204 -3.785 -3.789
H -3.077 -2.248 -3.630
C 0.232 2.131 0.968
C -0.273 2.372 -0.338
C -1.604 1.847 -0.399
C -1.909 1.291 0.875
C -0.785 1.493 1.722
C -0.730 1.158 3.166
C -3.182 0.616 1.218
C -2.494 1.814 -1.587
C 0.457 3.037 -1.441
C 1.595 2.483 1.427
Tl -0.048 -0.393 -0.785
H -3.074 0.010 2.129
H -4.006 1.334 1.392
H -3.516 -0.058 0.409
H -1.443 0.350 3.403
H 0.267 0.843 3.513
H -0.970 2.042 3.785
H 2.324 2.431 0.599
H 1.637 3.505 1.854
H 1.959 1.802 2.211
H 0.033 2.778 -2.426
H 0.385 4.136 -1.335
H 1.533 2.784 -1.446
H -3.004 0.836 -1.681
H -3.296 2.576 -1.536
H -1.936 1.985 -2.520
N 9.693 -4.764 2.724
C 8.721 -4.162 2.533
C 7.500 -3.434 2.295
C 7.362 -2.662 1.127
C 6.138 -2.069 0.842
C 5.118 -2.199 1.773
C 5.251 -2.891 2.973
C 6.451 -3.539 3.229
N 3.900 -1.535 1.557
C 3.084 -1.041 2.586
C 1.934 -0.682 1.965
N 2.024 -0.859 0.594
C 3.223 -1.383 0.398
H 8.217 -2.549 0.457
H 5.973 -1.449 -0.035
H 4.403 -2.921 3.667
H 6.570 -4.125 4.148
H 3.422 -0.988 3.594
H 1.004 -0.357 2.386
H 3.637 -1.795 -0.524
```

## Properties
Highest occupied orbital energy (alpha / beta): -13.89 / -13.89 eV
F_max: 0.036 Eh/bohr
Charge: +2
2S+1: 1
Orbital gap (alpha / beta): 4.32 / 4.40 eV

***

> The highest F_max belongs to which entry?

C10H13NO

***

> Which of these has the highest F_max?

C10H13NO

***

> What is the formula in the first record?

C3H6NOS